1.
A structure of composition C22H31IrN3O2S2Si2, computed with ωB97M-V with the def2-TZVPD basis set.

Output
**Total charge**: +1
**Highest occupied orbital energy**: -10.71 eV

Last column: natural (NBO) charge in e.
Geometry (Å):
Ir1 -0.548 0.060 0.206  1.0444
C1 3.018 -0.317 -0.390  -1.1327
Si1 2.425 0.941 0.853  1.7046
C2 2.152 0.181 2.540  -1.1326
C3 3.686 2.308 1.028  -1.1255
C4 0.752 1.684 0.297  -1.1385
C5 0.003 2.257 1.453  0.2846
C6 0.020 3.423 2.198  -0.2774
C7 -0.877 3.513 3.252  -0.0938
C8 -1.764 2.471 3.530  -0.2631
C9 -1.752 1.345 2.737  0.0906
N1 -0.871 1.275 1.735  -0.4496
Si2 0.564 2.687 -1.324  1.6742
C10 -1.141 3.479 -1.264  -1.1266
C11 1.807 4.074 -1.422  -1.1204
C12 0.750 1.548 -2.792  -1.1256
H1 3.931 -0.787 -0.015  0.2586
H2 3.259 0.139 -1.352  0.2432
H3 2.293 -1.113 -0.562  0.2422
H4 3.079 -0.271 2.899  0.2605
H5 1.385 -0.593 2.533  0.2314
H6 1.850 0.929 3.278  0.2406
H7 4.622 1.911 1.429  0.2546
H8 3.349 3.093 1.709  0.2367
H9 3.913 2.768 0.068  0.2397
H10 0.719 4.213 1.965  0.2473
H11 -0.887 4.396 3.876  0.2403
H12 -2.456 2.532 4.356  0.2474
H13 -2.409 0.500 2.888  0.2316
H14 -1.123 4.366 -0.627  0.2446
H15 -1.909 2.813 -0.859  0.2255
H16 -1.474 3.796 -2.255  0.2509
H17 1.735 4.742 -0.561  0.2386
H18 1.600 4.671 -2.315  0.2529
H19 2.834 3.723 -1.495  0.2434
H20 0.099 0.672 -2.728  0.2330
H21 1.776 1.189 -2.896  0.2494
H22 0.493 2.078 -3.712  0.2524
O1 1.771 -3.350 1.868  -0.6606
C13 1.016 -4.324 1.316  0.3523
C14 1.414 -5.632 1.595  -0.2712
C15 0.718 -6.700 1.073  -0.1438
C16 -0.392 -6.493 0.254  -0.2526
C17 -0.790 -5.208 -0.025  -0.1396
C18 -0.103 -4.101 0.500  -0.1900
C19 -0.600 -2.772 0.144  0.5557
O2 0.038 -1.710 0.681  -0.6674
N2 -1.586 -2.578 -0.657  -0.3896
N3 -1.797 -1.193 -0.819  -0.4411
C20 -2.718 -0.925 -1.698  -0.0445
S1 -3.525 -2.178 -2.573  0.4289
C21 -4.704 -1.053 -3.372  -0.5487
C22 -4.025 0.284 -3.584  -0.5213
S2 -3.165 0.706 -2.044  0.3543
H23 1.419 -2.489 1.602  0.5013
H24 2.279 -5.774 2.227  0.2353
H25 1.043 -7.706 1.301  0.2246
H26 -0.935 -7.332 -0.157  0.2254
H27 -1.649 -5.024 -0.655  0.2305
H28 -5.588 -0.960 -2.742  0.2365
H29 -4.991 -1.504 -4.321  0.2563
H30 -4.739 1.082 -3.784  0.2552
H31 -3.295 0.241 -4.391  0.2363



2.
A structure of composition C22H31MnN9O2Se, computed with ωB97M-V with the def2-TZVPD basis set.

Output
**⟨S²⟩**: 0.962
**Total charge**: +2
**Highest occupied orbital energy (spin up / spin down)**: -11.58 / -11.58 eV
**2S+1**: 2

Last column: natural (NBO) charge in e.
Geometry (Å):
Mn1 -0.592 0.348 -0.450  1.0031
C1 -0.260 3.169 2.827  -0.2312
C2 -1.428 3.891 2.688  -0.1091
C3 -2.253 3.638 1.600  -0.2132
C4 -1.877 2.673 0.687  0.1864
N1 -0.736 1.964 0.823  -0.5073
C5 0.050 2.214 1.874  0.1043
C6 -2.708 2.306 -0.481  0.1867
C7 -3.630 3.169 -1.048  -0.2074
C8 -4.366 2.742 -2.141  -0.1106
C9 -4.161 1.464 -2.631  -0.2273
C10 -3.207 0.672 -2.021  0.0888
N2 -2.486 1.073 -0.971  -0.5015
H1 0.406 3.321 3.663  0.2436
H2 -1.707 4.638 3.420  0.2440
H3 -3.183 4.173 1.477  0.2398
H4 0.950 1.625 1.964  0.2266
H5 -3.756 4.167 -0.655  0.2403
H6 -5.085 3.402 -2.607  0.2465
H7 -4.715 1.088 -3.479  0.2486
H8 -3.019 -0.329 -2.385  0.1946
N3 -0.886 -1.609 -1.232  -0.8123
C11 -0.667 -1.609 -2.706  -0.1757
C12 0.395 -2.619 -3.159  -0.4081
C13 1.862 -2.261 -2.895  -0.4239
C14 2.485 -1.191 -3.812  -0.2323
N4 2.005 -1.217 -5.189  -0.5739
C15 2.545 -1.840 -6.217  0.6772
N5 3.661 -2.565 -6.094  -0.7713
N6 1.950 -1.765 -7.412  -0.7641
C16 -0.299 -0.197 -3.185  0.7844
O1 -0.288 0.010 -4.398  -0.7037
O2 0.012 0.646 -2.281  -0.7216
H9 -0.244 -2.257 -0.784  0.3956
H10 -1.812 -1.964 -1.015  0.4019
H11 -1.597 -1.882 -3.205  0.2298
H12 0.244 -2.806 -4.223  0.2337
H13 0.183 -3.571 -2.665  0.2276
H14 2.443 -3.183 -2.964  0.2228
H15 1.988 -1.905 -1.868  0.2137
H16 3.572 -1.282 -3.801  0.2067
H17 2.269 -0.191 -3.442  0.2457
H18 1.117 -0.724 -5.311  0.4634
H19 4.155 -2.615 -5.222  0.4214
H20 4.099 -2.979 -6.898  0.4257
H21 1.147 -1.174 -7.544  0.4285
H22 2.370 -2.168 -8.232  0.4226
C17 2.821 0.573 5.634  -0.4039
N7 1.552 0.184 6.220  -0.3522
C18 1.217 0.342 7.553  -0.0712
C19 -0.014 -0.179 7.714  -0.0531
N8 -0.419 -0.650 6.480  -0.3507
C20 -1.683 -1.314 6.209  -0.4044
C21 0.542 -0.424 5.561  0.2674
Se1 0.461 -0.874 3.767  -0.4445
H23 3.587 0.540 6.403  0.2260
H24 2.765 1.580 5.221  0.2078
H25 3.066 -0.127 4.840  0.2343
H26 1.886 0.798 8.260  0.2438
H27 -0.633 -0.263 8.589  0.2431
H28 -2.115 -1.632 7.154  0.2234
H29 -1.504 -2.178 5.574  0.2391
H30 -2.367 -0.637 5.700  0.2171
N9 2.016 -0.797 0.891  -0.5949
C22 1.111 -0.336 0.345  0.3304
H31 2.766 -1.101 1.484  0.4832



3.
The ion C22H31N2O3 with charge +1, computed with ωB97M-V with the def2-TZVPD basis set.

Output
**Total charge**: +1
**Highest occupied orbital energy**: -10.90 eV

Last column: natural (NBO) charge in e.
Geometry (Å):
C1 2.211 3.190 1.836  -0.2563
H1 3.216 3.343 2.225  0.2102
H2 1.619 2.633 2.567  0.1768
H3 1.745 4.160 1.646  0.1886
O1 2.379 2.458 0.642  -0.5196
C2 1.289 2.216 -0.139  0.3034
C3 -0.016 2.445 0.278  -0.2861
C4 -1.100 2.155 -0.533  -0.2301
C5 -0.906 1.627 -1.799  -0.0560
C6 0.397 1.412 -2.230  -0.2665
C7 1.501 1.694 -1.435  0.2705
O2 2.692 1.393 -2.007  -0.4979
C8 3.892 1.999 -1.565  -0.2445
H4 4.206 1.621 -0.591  0.1868
H5 3.797 3.085 -1.517  0.1853
H6 4.635 1.734 -2.316  0.2001
H7 0.597 1.040 -3.223  0.2254
C9 -2.064 1.320 -2.717  -0.4462
H8 -2.996 1.660 -2.267  0.2200
H9 -1.929 1.888 -3.641  0.2499
C10 -2.162 -0.152 -3.124  -0.2070
N1 -2.667 -1.063 -2.065  -0.3898
C11 -4.074 -0.835 -1.717  -0.4151
H10 -4.434 -1.647 -1.087  0.2346
H11 -4.189 0.106 -1.182  0.2234
H12 -4.680 -0.805 -2.620  0.2340
C12 -1.779 -1.185 -0.895  -0.3611
H13 -2.341 -1.123 0.036  0.2534
H14 -1.012 -0.409 -0.887  0.2952
C13 -1.137 -2.579 -1.038  0.6774
O3 -1.523 -3.268 -1.977  -0.6291
N2 -0.220 -2.915 -0.153  -0.5939
C14 0.197 -2.096 0.944  0.1202
C15 -0.587 -2.013 2.094  -0.0171
C16 -0.127 -1.231 3.144  -0.2183
C17 1.083 -0.555 3.078  0.0223
C18 1.840 -0.657 1.918  -0.1750
C19 1.418 -1.425 0.845  -0.0172
C20 2.259 -1.565 -0.385  -0.6374
H15 2.651 -2.579 -0.461  0.2264
H16 3.099 -0.880 -0.353  0.2314
H17 1.685 -1.360 -1.287  0.2185
H18 2.786 -0.142 1.852  0.2109
C21 1.563 0.234 4.255  -0.6406
H19 2.490 0.754 4.030  0.2188
H20 1.740 -0.433 5.097  0.2366
H21 0.812 0.959 4.567  0.2242
H22 -0.720 -1.169 4.045  0.2155
C22 -1.878 -2.761 2.246  -0.6472
H23 -1.832 -3.387 3.136  0.2451
H24 -2.708 -2.069 2.386  0.2223
H25 -2.088 -3.402 1.394  0.2157
H26 0.241 -3.809 -0.276  0.4264
H27 -2.559 -2.063 -2.457  0.4798
H28 -1.176 -0.513 -3.423  0.2298
H29 -2.835 -0.251 -3.979  0.2289
H30 -2.097 2.358 -0.170  0.2131
H31 -0.201 2.855 1.256  0.2308



4.
The molecule C22H31N3O2, computed with ωB97M-V with the def2-TZVPD basis set.

Output
**Highest occupied orbital energy**: -7.77 eV

Last column: natural (NBO) charge in e.
Geometry (Å):
C1 0.766 -4.674 -2.566  -0.6422
C2 0.118 -3.533 -1.857  0.1377
C3 -0.218 -2.289 -2.317  -0.2888
C4 -0.838 -1.586 -1.243  -0.2303
C5 -1.437 -0.228 -1.251  0.6947
O1 -2.612 -0.050 -0.959  -0.6332
N1 -0.612 0.815 -1.598  -0.4502
C6 -1.161 2.157 -1.612  -0.2426
C7 -0.538 3.078 -0.535  -0.2237
N2 0.014 2.353 0.599  -0.4412
C8 -0.798 1.694 1.481  0.6637
O2 -0.391 0.785 2.193  -0.6371
C9 -2.236 2.064 1.566  -0.1378
C10 -3.212 1.305 2.070  -0.0704
C11 -4.305 2.301 1.782  -0.4287
C12 -3.184 3.186 1.160  -0.4032
C13 1.419 1.934 0.440  -0.0203
C14 2.218 1.935 1.742  -0.4069
C15 3.688 1.645 1.451  -0.3949
C16 3.837 0.309 0.729  -0.3970
C17 3.033 0.303 -0.567  -0.3854
C18 1.555 0.621 -0.335  -0.2528
C19 0.838 0.681 -1.687  -0.2039
C20 -0.869 -2.430 -0.162  0.1961
C21 -1.403 -2.209 1.211  -0.6459
N3 -0.268 -3.606 -0.537  -0.3315
C22 -0.125 -4.762 0.319  -0.4046
H1 0.935 -4.400 -3.605  0.2313
H2 1.734 -4.935 -2.131  0.2129
H3 0.144 -5.572 -2.555  0.2154
H4 -0.066 -1.931 -3.323  0.2190
H5 -1.008 2.606 -2.598  0.1931
H6 -2.230 2.051 -1.446  0.2462
H7 0.282 3.651 -0.967  0.2003
H8 -1.275 3.803 -0.202  0.2205
H9 -3.211 0.321 2.518  0.2116
H10 -5.068 1.973 1.076  0.2147
H11 -4.789 2.726 2.663  0.2072
H12 -3.023 4.152 1.642  0.2059
H13 -3.311 3.333 0.087  0.2013
H14 1.864 2.715 -0.189  0.1865
H15 2.101 2.908 2.226  0.2088
H16 1.821 1.183 2.420  0.2376
H17 4.112 2.441 0.829  0.1871
H18 4.254 1.640 2.385  0.2116
H19 4.889 0.101 0.520  0.2065
H20 3.477 -0.494 1.381  0.1980
H21 3.454 1.052 -1.251  0.1875
H22 3.119 -0.663 -1.072  0.2119
H23 1.104 -0.179 0.260  0.2317
H24 1.092 -0.210 -2.254  0.2257
H25 1.206 1.539 -2.260  0.1917
H26 -1.935 -1.262 1.236  0.2530
H27 -2.097 -3.002 1.501  0.2114
H28 -0.609 -2.156 1.960  0.2231
H29 0.115 -4.446 1.332  0.2150
H30 -1.041 -5.356 0.346  0.2013
H31 0.685 -5.389 -0.044  0.2128



Energy relative to the best compared isomer or geometry (same formula, charge and spin): 0.049, 0.000, 0.598, 1.752 (eV)
Total energy: -2651.18646, -5052.24993, -1191.93926, -1171.66411 (Eh)